Molecular formula: C20H30N10
Method: DFT, ωB97M-V/def2-TZVPD

* relative energy (zero: lowest compared OMol25 entry of this formula, charge and spin): 0.8516 eV
* energy: -1327.5355 hartree
* SMILES: CC#N.CC#N.CC#N.CC#N.CC#N.CC#N.CC#N.CC#N.CC#N.CC#N
* LUMO level: -0.24 eV
* frontier orbital gap: 11.148 eV

```
60
C20H30N10 | the Open Molecules 2025 dataset | ωB97M-V/def2-TZVPD
C -0.621 -0.238 0.269
C 0.204 -0.366 -0.942
N 0.905 -0.460 -1.840
H -0.002 -0.118 1.146
H -1.215 -1.145 0.338
H -1.225 0.634 0.020
C 1.873 1.162 -4.511
C 2.875 1.911 -3.726
N 3.650 2.484 -3.105
H 0.877 1.368 -4.139
H 2.134 0.110 -4.417
H 1.985 1.471 -5.550
C -1.504 2.998 -2.105
C -2.424 2.042 -2.708
N -3.130 1.259 -3.127
H -0.569 2.471 -1.913
H -1.874 3.426 -1.170
H -1.373 3.878 -2.736
C -2.454 -5.056 -0.342
C -2.028 -3.816 -0.983
N -1.593 -2.885 -1.478
H -3.493 -5.353 -0.415
H -2.286 -4.852 0.723
H -1.764 -5.828 -0.677
C 2.873 2.256 0.120
C 3.080 3.677 0.364
N 3.198 4.800 0.573
H 2.451 1.846 1.048
H 3.758 1.701 -0.153
H 2.039 2.144 -0.566
C -0.016 3.924 3.230
C -0.627 2.652 2.886
N -1.111 1.633 2.660
H 0.483 3.807 4.197
H -0.736 4.720 3.408
H 0.711 4.228 2.481
C 1.000 -3.249 1.583
C 1.033 -4.519 0.865
N 1.010 -5.503 0.272
H 1.900 -2.671 1.392
H 0.839 -3.419 2.645
H 0.154 -2.698 1.169
C 0.920 -4.140 -3.315
C -0.362 -4.525 -3.887
N -1.373 -4.829 -4.317
H 0.980 -3.058 -3.217
H 1.714 -4.494 -3.972
H 1.036 -4.587 -2.330
C 2.203 0.199 3.657
C 2.306 -0.551 4.898
N 2.379 -1.122 5.886
H 1.714 1.152 3.831
H 1.669 -0.411 2.924
H 3.157 0.373 3.155
C -3.960 2.665 1.573
C -4.813 2.421 2.728
N -5.434 2.224 3.655
H -4.506 2.858 0.655
H -3.258 1.837 1.533
H -3.359 3.560 1.755
```

natural (NBO) charges, unit e, in atom order: -0.7169 0.3234 -0.3853 0.2485 0.2715 0.2556 -0.7098 0.3080 -0.3684 0.2542 0.2664 0.2510 -0.7261 0.2676 -0.3016 0.2499 0.2480 0.2625 -0.7238 0.3273 -0.3834 0.2631 0.2464 0.2750 -0.7141 0.2925 -0.3389 0.2274 0.2731 0.2587 -0.7412 0.3183 -0.3809 0.2648 0.2683 0.2726 -0.7256 0.3026 -0.3448 0.2536 0.2631 0.2525 -0.7310 0.3022 -0.3500 0.2655 0.2473 0.2627 -0.7188 0.2752 -0.3057 0.2519 0.2417 0.2555 -0.7246 0.2853 -0.3237 0.2555 0.2673 0.2385